# 1
This record from the OMol25 dataset describes the molecule C4H7ClFNO. The level of theory is ωB97M-V/def2-TZVPD.

The geometry in XYZ format:
```
15
Properties=species:S:1:pos:R:3:forces:R:3:lowdin_charge:R:1
C 2.522 0.442 0.033 -0.7 2.2 0.3 -0.085
C 1.631 -0.507 -0.712 -0.2 0.6 -1.3 -0.295
C -1.599 -0.395 0.572 1.6 -1.4 0.6 -0.174
C -2.796 0.446 0.357 1.2 -0.3 -1.1 -0.714
H 2.674 0.144 1.081 -0.4 0.0 -0.3 0.076
H 2.049 1.514 0.003 1.0 -1.9 0.2 0.113
H 3.520 0.470 -0.385 0.2 0.2 -0.4 0.062
H 1.191 -0.103 -1.639 0.7 0.2 0.1 0.122
H 2.139 -1.423 -0.982 0.2 -0.3 0.1 0.113
H -1.665 -1.260 1.302 0.2 1.0 -0.9 0.150
H -3.201 0.769 1.280 -0.6 0.8 0.7 0.090
N -0.569 -0.092 -0.118 0.0 0.1 0.0 0.066
O 0.531 -0.887 0.048 -1.6 -1.3 1.7 -0.140
F -2.407 1.489 -0.445 -1.2 -0.2 0.3 -0.024
Cl -4.020 -0.607 -0.394 -0.3 0.3 -0.2 0.640
```
Forces are in eV/Å.

E_HOMO = -9.747 eV
HOMO-LUMO gap = 10.7 eV
Energy relative to the best compared isomer or geometry (same formula, charge and spin) = 1.741 eV
Maximum force = 2.72 eV/Å

# 2
This record from the OMol25 dataset describes the molecule C4H7ClN2. The level of theory is ωB97M-V/def2-TZVPD.

The geometry in XYZ format:
```
14
Properties=species:S:1:pos:R:3:forces:R:3:lowdin_charge:R:1
C -1.110 -1.265 1.340 -0.5 3.0 -2.8 -0.269
C 0.895 -0.378 0.022 -4.2 -3.6 -3.1 -0.330
C -2.147 -0.319 1.086 1.9 0.5 -0.5 -0.515
C 1.322 1.288 -1.532 0.1 -0.1 -1.4 -0.205
N 0.093 -1.310 0.846 0.3 0.5 0.1 0.073
N 0.391 0.719 -0.661 -1.9 -0.5 0.9 -0.049
Cl -3.518 -0.355 2.064 -0.3 0.1 -0.2 0.682
H -1.483 -2.095 1.800 -0.4 -2.4 1.9 0.058
H 1.575 -0.049 0.654 4.3 1.1 3.1 0.074
H 1.261 -1.228 -0.697 0.5 1.5 0.7 0.162
H -2.013 0.490 0.336 -0.3 -0.6 0.7 0.068
H 0.869 2.150 -2.021 -0.2 -0.4 -0.7 0.067
H 2.072 1.823 -0.966 1.1 -0.3 0.5 0.075
H 1.794 0.530 -2.272 -0.5 1.2 1.0 0.112
```
Forces are in eV/Å.

E_HOMO (alpha / beta) = -7.402 / -6.484 eV
HOMO-LUMO gap (alpha / beta) = 5.2 / 3.5 eV
Energy relative to the best compared isomer or geometry (same formula, charge and spin) = 7.500 eV
Maximum force = 6.36 eV/Å

# 3
This record from the OMol25 dataset describes a cluster of 2 separate species, C4H7ClN2 in total. The level of theory is ωB97M-V/def2-TZVPD.

The geometry in XYZ format:
```
14
Properties=species:S:1:pos:R:3:forces:R:3:lowdin_charge:R:1
C -0.526 -1.422 0.070 -0.8 -0.5 0.0 -0.143
C 0.246 1.337 -0.242 0.1 0.0 0.1 -0.091
C 1.134 0.313 0.467 0.1 0.1 -0.1 -0.194
C 0.865 -1.092 -0.022 1.2 0.9 0.2 -0.396
N -1.658 -1.560 0.176 -0.1 -0.1 0.0 0.185
N 1.677 -1.934 -0.487 -0.2 -0.7 -0.3 0.180
Cl -4.152 0.679 -0.079 0.0 0.1 0.0 0.255
H 0.472 2.338 0.118 0.0 0.1 0.0 0.077
H -0.806 1.135 -0.053 -0.1 0.1 0.0 0.052
H 0.413 1.311 -1.316 0.0 0.0 -0.1 0.084
H 2.190 0.551 0.313 -0.1 -0.1 0.0 0.113
H 0.928 0.344 1.542 0.1 0.0 0.0 0.123
H 2.645 -1.621 -0.531 -0.1 0.3 0.2 0.071
H -3.427 -0.377 0.045 0.1 -0.1 0.0 -0.317
```
Forces are in eV/Å.

E_HOMO = -11.054 eV
HOMO-LUMO gap = 11.0 eV
Energy relative to the best compared isomer or geometry (same formula, charge and spin) = 1.177 eV
Maximum force = 1.48 eV/Å